The following is a quantum chemistry calculation of 12 unconnected molecules or ions with the total composition C25H73N10O12, from OMol25.

## Properties
Largest force on an atom in hartree/bohr: 0.1154
Frontier orbital gap (spin up / spin down) in eV: 1.85 / 8.01

Structure (ORCA input):
```
! wB97M-V def2-TZVPD RIJCOSX def2/J DEFGRID3
* xyz -2 2
C -12.01 6.92 32.18
C -11.99 6.69 30.62
C -11.82 8.06 29.96
O -11.18 5.64 30.28
H -12.81 7.60 32.49
H -11.04 7.27 32.53
H -12.18 5.96 32.65
H -13.02 6.38 30.43
H -10.79 8.43 29.99
H -12.56 8.74 30.39
H -12.14 7.89 28.93
C -6.89 8.47 33.89
O -5.89 7.87 33.56
N -8.04 7.88 34.06
N -6.94 9.73 34.04
H -8.96 8.24 34.24
H -8.11 6.89 33.90
H -7.85 10.06 34.33
H -6.16 10.30 33.76
C -13.62 3.71 27.99
O -14.38 2.88 27.50
N -13.94 4.91 28.47
N -12.37 3.48 28.17
H -13.24 5.24 29.13
H -14.86 5.31 28.49
H -11.78 4.07 28.74
H -12.16 2.56 27.83
C -8.85 9.97 27.13
O -8.31 8.95 27.37
N -8.49 10.79 26.22
N -9.84 10.46 27.79
H -7.57 10.70 25.81
H -9.15 11.56 26.14
H -10.15 9.83 28.52
H -10.18 11.40 27.67
C -8.56 4.97 27.84
O -7.73 4.83 26.91
N -9.00 3.98 28.53
N -8.90 6.19 28.22
H -8.53 3.11 28.36
H -9.78 4.10 29.16
H -9.62 6.30 28.92
H -8.58 7.04 27.78
C -7.67 5.17 32.19
O -6.47 5.30 32.57
N -8.52 4.30 32.69
N -8.22 5.95 31.31
H -7.97 3.70 33.28
H -9.52 4.36 32.60
H -9.19 5.79 31.06
H -7.67 6.65 30.83
C -13.01 1.96 32.93
C -12.71 2.64 31.54
O -11.38 3.10 31.58
H -12.51 0.99 33.04
H -14.08 1.74 32.97
H -12.76 2.62 33.76
H -13.26 3.59 31.51
H -12.95 1.97 30.71
H -11.30 4.00 31.24
C -15.73 9.37 31.12
C -16.63 8.25 31.25
C -16.34 7.12 30.28
O -16.36 7.62 32.51
H -14.70 9.00 31.10
H -15.75 10.05 31.97
H -16.05 9.85 30.20
H -17.71 8.43 31.23
H -16.16 7.45 29.26
H -17.05 6.29 30.25
H -15.39 6.72 30.64
H -17.05 7.80 33.14
C -13.02 8.48 26.62
C -12.51 7.33 25.67
C -11.26 6.69 26.23
O -13.52 6.38 25.80
H -12.25 9.21 26.84
H -13.39 8.02 27.54
H -13.83 9.00 26.10
H -12.21 7.50 24.64
H -11.43 6.54 27.30
H -10.41 7.37 26.21
H -11.04 5.73 25.77
H -13.34 5.87 26.59
C -10.93 11.96 30.93
C -9.87 11.66 31.92
C -10.23 10.32 32.64
O -8.54 11.81 31.45
H -10.84 11.47 29.96
H -10.89 13.03 30.73
H -11.93 11.69 31.27
H -9.97 12.46 32.66
H -11.24 10.34 33.05
H -9.60 10.13 33.51
H -10.11 9.56 31.87
H -8.36 12.74 31.31
C -15.38 11.10 36.51
C -14.99 11.34 35.04
C -14.22 10.05 34.51
O -16.14 11.61 34.30
H -16.00 10.20 36.60
H -15.90 11.89 37.05
H -14.56 10.95 37.21
H -14.40 12.26 35.05
H -13.85 10.22 33.50
H -14.93 9.23 34.44
H -13.45 9.65 35.15
H -16.42 12.49 34.56
C -14.94 5.81 35.33
C -14.02 6.33 36.40
C -14.80 6.99 37.58
O -13.14 5.30 36.82
H -14.53 6.23 34.41
H -16.00 6.09 35.37
H -14.79 4.76 35.10
H -13.40 7.09 35.93
H -15.20 7.92 37.18
H -14.08 7.12 38.39
H -15.71 6.46 37.88
H -12.61 5.77 37.47
*
```